Record 1
This record from the OMol25 dataset describes a molecular structure, C2H3Br3ClP in a non-equilibrium geometry. The level of theory is ωB97M-V with the def2-TZVPD basis set.

Each line ends with the Löwdin charge.
Atoms and positions in Å:
C -0.18 0.19 0.06  -0.292
C -1.46 0.98 0.08  -1.574
P -2.94 0.14 1.04  0.087
Cl -2.18 -0.76 2.70  0.155
Br -1.24 2.65 1.09  0.596
Br -2.12 1.41 -1.69  0.611
Br -3.15 -1.61 -0.28  0.232
H -0.32 -0.74 -0.51  0.054
H 0.11 -0.06 1.08  0.054
H 0.63 0.76 -0.40  0.078

E: -8601.641335 a.u.
HOMO-LUMO gap: 9.92 eV
Largest force on an atom: 1.30 eV/Å
Energy relative to the best compared isomer or geometry (same formula, charge and spin): 0.000 eV
HOMO level: -9.72 eV

Record 2
This record from the OMol25 dataset describes a molecular structure, C19H21BCl3N10O2Re. The level of theory is ωB97M-V with the def2-TZVPD basis set.

Each line ends with the Löwdin charge.
Atoms and positions in Å:
Re 0.03 1.11 0.65  1.817
C 0.77 4.43 2.98  0.076
C 0.10 3.28 2.78  -0.008
N 0.53 2.70 1.59  -0.145
N 1.53 3.51 1.09  0.073
C 1.68 4.54 1.88  0.102
B 2.27 3.13 -0.26  -0.629
N 1.13 2.95 -1.32  0.073
C 0.93 3.51 -2.50  0.087
C -0.27 2.99 -3.07  0.072
C -0.76 2.12 -2.15  -0.037
N 0.10 2.06 -1.05  -0.145
N 2.81 1.68 -0.05  0.070
C 3.95 1.12 -0.42  0.079
C 3.87 -0.28 -0.23  0.069
C 2.61 -0.51 0.23  -0.025
N 1.93 0.69 0.37  -0.122
N 3.28 4.13 -0.60  -0.027
C 4.55 4.37 -0.12  -0.059
C 4.90 5.63 -0.49  0.003
C 3.76 6.14 -1.16  -0.076
N 2.79 5.26 -1.21  0.068
H 0.67 5.13 3.79  0.150
H -0.67 2.80 3.37  0.138
H 2.40 5.32 1.65  0.169
H 1.61 4.26 -2.87  0.151
H -0.68 3.24 -4.03  0.149
H -1.64 1.50 -2.20  0.110
H 4.76 1.71 -0.81  0.162
H 4.65 -1.00 -0.43  0.148
H 2.13 -1.44 0.48  0.125
H 5.11 3.64 0.44  0.128
H 5.83 6.13 -0.30  0.127
H 3.62 7.11 -1.61  0.135
O -0.11 -0.98 0.96  -0.080
C -0.42 -0.83 2.19  -0.498
O -0.50 0.38 2.57  -0.055
C -0.61 -1.95 3.17  -0.139
N -0.75 -3.31 2.54  0.120
C -1.39 -4.16 3.64  -0.051
C -2.45 -3.23 4.19  -0.108
C -1.85 -1.81 4.10  -0.068
H 0.30 -1.99 3.77  0.193
H 0.14 -3.71 2.22  0.198
H -1.38 -3.29 1.73  0.196
H -0.59 -4.38 4.35  0.153
H -1.75 -5.09 3.20  0.154
H -2.70 -3.50 5.22  0.146
H -3.36 -3.31 3.61  0.132
H -1.53 -1.43 5.06  0.142
H -2.57 -1.10 3.69  0.125
Cl -5.35 -0.16 0.68  0.715
C -4.63 1.28 -0.04  -1.623
Cl -4.83 1.32 -1.79  0.738
Cl -5.19 2.76 0.73  0.745
C -3.18 1.21 0.19  -0.240
N -2.04 1.17 0.32  0.097

E: -2916.927407 a.u.
HOMO-LUMO gap: 4.13 eV
Charge: +4
Largest force on an atom: 0.32 eV/Å
Energy relative to the best compared isomer or geometry (same formula, charge and spin): 0.000 eV
HOMO level: -19.29 eV

Record 3
This record from the OMol25 dataset describes a single C5H12N2S molecule in a non-equilibrium geometry. The level of theory is ωB97M-V with the def2-TZVPD basis set.

Each line ends with the Löwdin charge.
Atoms and positions in Å:
C 0.77 -1.23 -1.03  -0.251
C 1.96 -1.36 -0.07  -0.446
C 0.49 0.50 1.04  -0.513
C -0.13 1.88 0.96  -0.155
C -2.61 -0.33 0.23  -0.108
N -0.39 -0.52 -0.45  -0.108
N -1.46 -1.21 -0.03  -0.165
S 2.24 0.28 0.73  0.854
H 0.94 -0.73 -2.06  0.135
H 0.37 -2.23 -1.16  0.099
H 1.84 -2.11 0.74  0.082
H 2.80 -1.72 -0.48  0.017
H 0.09 0.12 1.95  0.060
H 0.01 2.25 -0.02  0.057
H 0.39 2.53 1.68  0.080
H -1.18 1.88 1.13  0.045
H -2.77 0.47 -0.56  0.103
H -3.54 -0.92 0.28  0.080
H -2.34 0.22 1.09  0.030
H -1.47 -1.73 0.83  0.101

E: -705.270296 a.u.
HOMO-LUMO gap: 8.77 eV
Largest force on an atom: 4.80 eV/Å
Energy relative to the best compared isomer or geometry (same formula, charge and spin): 3.334 eV
HOMO level: -7.82 eV